a | The following is a quantum chemistry calculation of a cluster of 2 separate species, C4H6O3S in total, from the OMol25 dataset.

Output
LUMO level (alpha / beta)	-0.23 / -0.66	eV
highest occupied orbital energy (alpha / beta)	-8.9 / -8.2	eV

```
14
C4H6O3S (wB97M-V/def2-TZVPD)
C -0.261 -1.260 -1.029
C -0.723 0.909 0.634
C -0.547 -2.680 -0.772
C 0.627 2.693 1.594
O -1.881 0.953 0.926
O 1.520 -1.390 -2.864
O 0.402 1.465 0.705
S 0.816 -0.492 -1.954
H -1.673 -2.852 -1.010
H -0.001 -3.212 -1.480
H -0.135 -3.092 0.163
H 1.674 2.692 1.816
H -0.215 2.656 2.217
H 0.398 3.611 1.053
```

natural (NBO) population analysis, charges in e, atoms 1 to 6: atom 1 (C): -0.336, atom 2 (C): 0.885, atom 3 (C): -0.749, atom 4 (C): -0.278, atom 5 (O): -0.528, atom 6 (O): -0.950


b | The following is a quantum chemistry calculation of the molecule C4H6O3S, from the OMol25 dataset.

Output
LUMO level	0.19	eV
highest occupied orbital energy	-9.0	eV
SMILES	OC(=S)C1[C@H](O)[C@H]1O

```
14
C4H6O3S (wB97M-V/def2-TZVPD)
C -0.201 -1.126 0.197
C -0.989 0.030 -0.452
C 0.088 0.340 0.477
C 1.471 0.984 0.147
H 1.509 -2.149 0.130
H -0.984 -1.493 1.044
H -0.734 -0.047 -1.644
H -2.919 -0.245 -0.693
H -0.366 0.644 1.422
H 0.358 2.312 -0.187
O 0.687 -2.100 -0.405
O -2.257 0.209 -0.008
O 1.332 2.274 -0.108
S 3.007 0.367 0.081
```

natural (NBO) population analysis, charges in e, atoms 1 to 6: atom 1 (C): 0.080, atom 2 (C): 0.069, atom 3 (C): -0.422, atom 4 (C): 0.253, atom 5 (H): 0.495, atom 6 (H): 0.169


Consider the structures shown above. The most stable of them is b.